1.
# C4H13N4O

2 unconnected molecules or ions with the total composition C4H13N4O in a non-equilibrium geometry (wB97M-V/def2-TZVPD, OMol25).

Structure (XYZ):
```
22
Properties=species:S:1:pos:R:3:forces:R:3:nbo_charge:R:1
C -2.367 -1.537 1.763 -1.659 -2.228 -1.185 -0.436
C -1.882 -0.362 -0.435 1.041 2.578 -1.958 0.686
N -1.586 -0.870 0.738 0.659 -0.689 1.322 -0.565
N -2.857 -0.728 -1.265 -1.681 -1.252 0.601 -0.767
N -1.107 0.643 -0.908 1.014 0.013 0.913 -0.802
H -0.655 -0.695 1.112 -0.074 0.550 -0.716 0.439
H -3.353 -1.892 1.421 0.152 0.570 -0.505 0.216
H -2.631 -0.919 2.608 0.717 0.160 0.346 0.234
H -3.459 -1.506 -1.040 0.103 0.042 0.272 0.413
H -3.292 -0.106 -1.930 0.560 0.225 0.060 0.425
H -0.129 0.770 -0.549 -0.874 -0.138 0.288 0.454
H -1.258 1.180 -1.744 -0.605 -0.683 -0.317 0.409
H -1.935 -2.541 1.955 0.286 0.971 0.643 0.233
C 2.927 1.982 -0.400 0.224 2.545 -1.046 -0.751
C 2.485 0.637 -0.039 -1.195 -1.460 -0.605 0.700
O 1.282 0.375 0.119 0.332 -0.037 0.494 -0.724
N 3.392 -0.362 0.048 -0.092 1.416 -0.134 -0.773
H 3.972 2.024 -0.710 -0.046 0.186 0.324 0.234
H 2.681 2.721 0.355 0.703 -0.359 1.179 0.273
H 3.068 -1.301 0.195 0.121 -0.048 0.054 0.419
H 4.351 -0.142 -0.157 0.097 -0.418 0.108 0.410
H 2.353 2.629 -1.137 0.216 -1.944 -0.139 0.271
```
Forces are in eV/Å.

## Properties
LUMO: -2.45 eV
ΔE to the lowest compared entry with this formula, charge and spin: 110.9 kJ/mol
Kohn-Sham gap: 11.2742 eV
DFT total energy: -12361.7387 eV
Multiplicity: 1
Net charge: +1
HOMO energy: -13.7 eV


2.
# C4H13N5

A gas-phase ion, C4H13N5 (charge +2) in a non-equilibrium geometry (wB97M-V/def2-TZVPD, OMol25).

Structure (XYZ):
```
22
Properties=species:S:1:pos:R:3:forces:R:3:nbo_charge:R:1
H -0.281 2.160 1.124 -0.969 -1.219 -1.669 0.416
N -0.985 1.582 0.560 0.717 2.005 1.858 -0.635
C -0.863 0.411 0.166 -0.918 -0.290 0.337 0.354
N 0.186 -0.428 0.086 3.152 -1.816 -0.446 -0.457
N 1.571 0.113 0.267 -4.062 1.629 2.643 -0.211
C 1.931 1.061 -0.821 1.667 1.245 -0.921 -0.458
C 2.497 -1.026 0.405 1.788 1.312 1.390 -0.430
C -2.185 -0.281 -0.106 -1.577 0.815 0.422 0.517
N -3.167 0.538 -0.487 2.555 1.550 1.386 -0.709
N -2.472 -1.532 0.207 1.003 0.049 -0.363 -0.687
H 0.217 -1.264 -0.561 -0.193 1.471 0.894 0.439
H 1.575 0.705 1.231 -0.433 -1.884 -2.626 0.472
H 2.568 0.407 -1.512 -0.714 1.737 0.644 0.247
H 1.097 1.537 -1.419 0.574 -0.891 1.121 0.279
H 2.486 1.914 -0.273 -0.407 -1.410 -1.446 0.269
H 3.051 -0.904 -0.535 0.322 -1.526 0.667 0.247
H 3.110 -0.715 1.303 -0.025 -0.743 -1.262 0.267
H 1.997 -1.943 0.702 -0.029 -0.034 -0.585 0.265
H -3.101 1.562 -0.159 -0.031 -2.017 -1.245 0.490
H -3.942 0.140 -0.926 -1.858 -0.252 -0.438 0.431
H -1.851 -2.247 0.595 -0.059 0.628 -0.407 0.450
H -3.438 -1.790 0.152 -0.502 -0.359 0.046 0.441
```
Forces are in eV/Å.

## Properties
LUMO: -8.00 eV
ΔE to the lowest compared entry with this formula, charge and spin: 180.3 kJ/mol
Kohn-Sham gap: 10.4495 eV
DFT total energy: -11790.2368 eV
SMILES: [H]/N=C(\N[NH+](C)C)C(N)=[NH2+]
Multiplicity: 1
Net charge: +2
HOMO energy: -18.4 eV


3.
# C4H13N5O2

C4H13N5O2 in the gas phase in a non-equilibrium geometry (wB97M-V/def2-TZVPD, OMol25).

Structure (XYZ):
```
24
Properties=species:S:1:pos:R:3:forces:R:3:nbo_charge:R:1
N 0.799 2.421 0.154 5.260 -0.390 0.111 -0.810
C 1.115 1.211 0.899 -4.626 -0.875 0.510 -0.207
C 0.801 -0.227 0.260 -1.294 2.031 0.181 0.242
N 0.783 -1.134 1.377 -0.695 -1.715 -0.784 -0.888
N 1.669 -0.590 -0.833 -1.805 -0.638 0.952 -0.882
C -0.742 -0.180 -0.273 -0.423 -0.910 -0.613 0.168
N -0.944 0.847 -1.349 -0.906 -1.041 -1.140 -0.868
N -1.713 -0.061 0.895 1.864 -1.538 -1.929 -0.868
C -1.013 -1.624 -0.950 1.468 0.965 -1.453 0.754
O -0.495 -2.029 -1.996 -0.595 1.255 1.641 -0.629
O -1.849 -2.346 -0.301 -1.339 -1.565 0.579 -0.654
H 1.298 2.461 -0.779 -1.070 -0.224 1.563 0.358
H -0.126 2.427 0.037 -4.229 0.364 -1.229 0.358
H 0.412 1.181 1.901 2.214 0.486 -2.153 0.167
H 2.114 1.219 1.090 2.941 -0.110 1.204 0.185
H 1.379 -0.930 2.138 0.827 0.378 0.556 0.375
H 0.911 -2.116 1.082 0.023 0.876 0.241 0.385
H 2.512 -0.086 -0.870 0.852 0.683 -0.567 0.374
H 1.097 -0.756 -1.648 0.974 -0.109 -0.553 0.399
H -0.448 0.453 -2.204 -0.834 0.780 1.367 0.386
H -1.965 0.926 -1.672 1.848 -0.543 0.898 0.373
H -2.209 0.771 0.918 -1.243 2.001 -0.642 0.370
H -1.144 -0.018 1.706 0.585 -0.560 0.968 0.391
H -2.242 -1.818 0.419 0.201 0.398 0.290 0.520
```
Forces are in eV/Å.

## Properties
LUMO: 0.70 eV
ΔE to the lowest compared entry with this formula, charge and spin: 0.0 kJ/mol
Kohn-Sham gap: 9.3683 eV
DFT total energy: -15903.6262 eV
SMILES: NCC(N)(N)C(N)(N)C(=O)O
Multiplicity: 1
HOMO energy: -8.7 eV


Repeat the third record exactly.
# C4H13N5O2

C4H13N5O2 in the gas phase in a non-equilibrium geometry (wB97M-V/def2-TZVPD, OMol25).

Structure (XYZ):
```
24
Properties=species:S:1:pos:R:3:forces:R:3:nbo_charge:R:1
N 0.799 2.421 0.154 5.260 -0.390 0.111 -0.810
C 1.115 1.211 0.899 -4.626 -0.875 0.510 -0.207
C 0.801 -0.227 0.260 -1.294 2.031 0.181 0.242
N 0.783 -1.134 1.377 -0.695 -1.715 -0.784 -0.888
N 1.669 -0.590 -0.833 -1.805 -0.638 0.952 -0.882
C -0.742 -0.180 -0.273 -0.423 -0.910 -0.613 0.168
N -0.944 0.847 -1.349 -0.906 -1.041 -1.140 -0.868
N -1.713 -0.061 0.895 1.864 -1.538 -1.929 -0.868
C -1.013 -1.624 -0.950 1.468 0.965 -1.453 0.754
O -0.495 -2.029 -1.996 -0.595 1.255 1.641 -0.629
O -1.849 -2.346 -0.301 -1.339 -1.565 0.579 -0.654
H 1.298 2.461 -0.779 -1.070 -0.224 1.563 0.358
H -0.126 2.427 0.037 -4.229 0.364 -1.229 0.358
H 0.412 1.181 1.901 2.214 0.486 -2.153 0.167
H 2.114 1.219 1.090 2.941 -0.110 1.204 0.185
H 1.379 -0.930 2.138 0.827 0.378 0.556 0.375
H 0.911 -2.116 1.082 0.023 0.876 0.241 0.385
H 2.512 -0.086 -0.870 0.852 0.683 -0.567 0.374
H 1.097 -0.756 -1.648 0.974 -0.109 -0.553 0.399
H -0.448 0.453 -2.204 -0.834 0.780 1.367 0.386
H -1.965 0.926 -1.672 1.848 -0.543 0.898 0.373
H -2.209 0.771 0.918 -1.243 2.001 -0.642 0.370
H -1.144 -0.018 1.706 0.585 -0.560 0.968 0.391
H -2.242 -1.818 0.419 0.201 0.398 0.290 0.520
```
Forces are in eV/Å.

## Properties
LUMO: 0.70 eV
ΔE to the lowest compared entry with this formula, charge and spin: 0.0 kJ/mol
Kohn-Sham gap: 9.3683 eV
DFT total energy: -15903.6262 eV
SMILES: NCC(N)(N)C(N)(N)C(=O)O
Multiplicity: 1
HOMO energy: -8.7 eV


Question: Which formula does entry 3 have?
Answer: C4H13N5O2


Question: What is the formula in the first record?
Answer: C4H13N4O